C25H29N3O2 | wB97M-V/def2-TZVPD

Each line ends with the Löwdin charge.
Atoms and positions in Å:
H (2.93766, -1.47133, 0.83738)  0.12
C (-2.07996, -1.23624, 3.62287)  -0.27
H (-0.36972, -0.34669, 4.53045)  0.12
C (-0.64533, 3.41514, -3.26111)  -0.01
C (-0.98267, -0.37153, 3.64305)  0.00
H (3.64782, 0.43881, -3.34163)  0.11
H (3.03383, -2.84097, -0.29386)  0.12
C (-3.15486, 2.44436, -2.50803)  -0.02
H (2.17070, -2.27284, -2.73688)  0.12
C (-1.50200, 0.39860, 1.42018)  -0.19
C (0.33054, 2.36901, -1.21034)  -0.05
C (4.07879, -0.77940, -1.60846)  -0.20
C (-1.74802, 3.65780, -4.03346)  -0.08
C (2.52373, -1.88578, -0.08391)  -0.18
C (0.50674, -1.75420, -1.42708)  -0.14
C (-3.37070, -2.86039, 4.80881)  -0.26
O (-2.26066, -1.98696, 4.73864)  -0.05
H (-4.17612, -4.22466, 6.26047)  0.08
C (-0.75998, 2.67768, -2.06682)  -0.09
H (-3.75192, -1.91693, 2.44396)  0.10
H (-3.38939, -2.79881, 6.95705)  0.08
C (-2.60249, -0.45476, 1.41388)  -0.02
N (2.70129, -0.94331, -1.17700)  -0.22
H (4.69508, -0.69894, -0.70799)  0.12
C (-2.89277, -1.26640, 2.49258)  -0.01
H (-3.86504, 3.37400, -4.28326)  0.10
H (0.76515, -3.11494, 0.27553)  0.11
C (1.77460, -1.39052, -2.20546)  -0.18
H (5.32482, 0.49802, -2.79574)  0.11
N (2.61613, 1.77540, -1.24945)  0.07
H (0.88902, 1.43428, 0.62125)  0.11
H (-4.30447, -2.29291, 4.69331)  0.13
H (0.56049, -1.42450, 0.72257)  0.09
H (-4.11313, 2.05993, -2.19485)  0.11
H (4.64895, 1.81774, -0.80053)  0.12
C (1.00794, -2.09360, -0.01110)  -0.14
H (-0.01359, -2.59012, -1.89031)  0.11
C (-3.00894, 3.16948, -3.65646)  -0.08
H (0.32147, 3.80342, -3.54019)  0.10
C (0.08297, 1.66662, -0.05673)  0.04
C (-3.33567, -3.54289, 6.16717)  -0.07
C (-0.69830, 0.43037, 2.56117)  -0.03
H (-3.31268, -3.60915, 4.00630)  0.13
H (-3.23013, -0.47211, 0.53684)  0.11
C (-1.22588, 1.21710, 0.23428)  -0.23
H (2.29291, 0.85928, -0.93925)  0.09
C (3.99237, 1.76139, -1.67753)  -0.17
H (-0.17781, -0.90751, -1.39547)  0.09
H (1.59785, -0.59963, -2.93564)  0.12
H (4.42430, -1.66315, -2.17472)  0.12
H (-1.65385, 4.23216, -4.94341)  0.10
C (1.73782, 2.74468, -1.57354)  -0.44
H (4.16245, 2.64630, -2.29685)  0.12
N (-2.23688, 1.45715, -0.57007)  0.17
C (4.28732, 0.47836, -2.45885)  -0.16
O (2.05683, 3.79726, -2.09641)  0.06
H (0.14215, 1.10550, 2.61975)  0.11
C (-2.03952, 2.18083, -1.68406)  -0.21
H (-2.40925, -4.09950, 6.27895)  0.08

ΔE to the lowest compared entry with this formula, charge and spin in kcal per mole: 12.9
Lowest unoccupied orbital energy in eV: 0.052
Net charge: 0
SMILES string: CCOc1ccc(-c2cc(C(=O)NCCCN3CCCC3)c3ccccc3n2)cc1

---

C4H5NO | wB97M-V/def2-TZVPD

Each line ends with the Löwdin charge.
Atoms and positions in Å:
H (-0.17377, 2.75979, -0.78989)  0.07
H (-1.48217, -2.01333, -0.23696)  0.12
C (-0.54910, 0.54834, -0.08011)  0.01
C (-1.09141, -1.27104, 0.45952)  -0.15
H (0.54882, 2.60227, -0.67915)  0.06
C (-1.69109, 0.11412, 0.16469)  0.04
N (1.91207, 0.43389, -0.32801)  0.15
O (0.40268, -1.29613, 0.29559)  -0.01
H (2.63303, -0.27822, -0.22235)  0.07
H (-1.28473, -1.56023, 1.49295)  0.12
C (0.77568, -0.03945, -0.07629)  -0.49

ΔE to the lowest compared entry with this formula, charge and spin in kcal per mole: 142.0
Lowest unoccupied orbital energy in eV: -0.751
Net charge: 0

---

C2H5N5 | wB97M-V/def2-TZVPD

Each line ends with the Löwdin charge.
Atoms and positions in Å:
H (-3.09728, 0.10734, -0.20935)  0.06
N (2.39520, -0.42578, -0.15221)  0.14
N (0.61145, 1.21479, 0.04412)  0.10
H (-1.25795, 1.95233, 0.03016)  0.18
C (1.07467, -0.00888, 0.01523)  -0.48
H (2.76379, -0.91131, 0.59953)  0.06
C (-1.18330, -0.20516, -0.00692)  -0.60
N (-2.36730, -0.66880, -0.06644)  0.07
H (0.13181, -1.86208, -0.26984)  0.19
N (0.06122, -0.89175, 0.18046)  0.15
N (-0.81838, 1.00192, 0.01843)  0.04
H (2.93604, 0.38539, -0.37086)  0.09

ΔE to the lowest compared entry with this formula, charge and spin in kcal per mole: 36.2
Lowest unoccupied orbital energy in eV: 0.805
Net charge: 0
SMILES string: [H]/N=c1\[nH]nc(N)[nH]1

---

C39H37IrN5O3S2 | wB97M-V/def2-TZVPD

Each line ends with the Löwdin charge.
Atoms and positions in Å:
C (-4.64299, -3.27906, 0.24131)  0.08
H (-2.36879, 3.01220, -4.53628)  0.15
C (-1.89195, -1.34968, 3.38922)  -0.30
N (-1.09256, -2.67478, 5.81554)  0.23
C (-2.31954, 3.77427, 0.79911)  -0.03
N (-2.88891, -1.54753, 6.70650)  0.23
C (-3.38225, 1.12426, -4.39152)  -0.14
H (-2.80810, -4.18887, -6.07231)  0.14
C (-3.28725, 0.02495, -2.19957)  -0.10
H (-5.51660, -1.79873, -5.82215)  0.14
C (-7.53195, -0.95868, 0.55792)  0.04
H (-0.84067, -3.05858, 6.71399)  0.14
S (-1.28298, -2.52371, -1.79997)  1.13
H (0.48811, 2.29583, -0.47230)  0.10
H (-2.71871, -1.90672, 7.63323)  0.15
H (1.32789, 4.60137, -0.20070)  0.13
N (3.60049, 0.16842, 0.88522)  -0.14
H (-2.90640, -2.53618, -8.13350)  0.09
H (-0.66001, -0.49287, -6.19713)  0.13
C (-3.72675, 0.03434, -3.54510)  -0.11
C (0.01478, 6.76729, 0.75735)  -0.02
H (-0.00244, 7.28207, -0.20621)  0.11
C (-0.15899, 3.07309, -0.08285)  -0.09
C (-5.44428, -2.14908, 0.08742)  -0.12
C (-4.59217, 0.08187, -6.25747)  0.02
H (5.32078, -0.44593, 1.91256)  0.11
H (-1.59655, -1.34953, -8.22738)  0.09
C (-0.96481, -1.32147, -4.24885)  -0.06
C (-2.30761, -3.37362, -5.56393)  0.00
H (-8.50836, -0.93008, 1.02280)  0.14
H (-0.58696, 7.34625, 1.45401)  0.09
H (-4.92598, 0.11039, -7.28625)  0.14
C (-1.82016, 5.05482, 0.96178)  0.01
H (-5.48666, 0.95564, -1.34419)  0.14
N (-2.50568, -1.34748, 4.47948)  0.16
C (-1.10927, -1.30132, -5.63268)  -0.01
H (2.48441, -1.50918, 0.64416)  0.15
O (-0.51356, -1.23911, -1.40601)  -0.66
C (-4.49754, -1.01082, -4.09881)  0.09
H (-1.23583, -3.06944, -8.23605)  0.11
H (-5.00151, -4.12402, 0.81591)  0.15
C (-2.19852, 2.17198, -2.56511)  0.04
C (-3.71009, -1.10409, -1.30228)  -0.10
O (-3.39406, 1.01765, 0.75726)  -0.41
Ir (-0.55810, -0.63468, 0.64770)  1.21
C (-4.98026, -1.04721, -0.68327)  -0.10
C (-2.92911, -2.25378, -1.11819)  -0.30
C (-2.16146, -3.42627, -4.18664)  -0.06
H (-1.63264, 3.01178, -2.18513)  0.13
H (4.17917, 2.02284, 0.10698)  0.12
C (-3.38743, -3.32224, -0.34989)  -0.01
H (4.65127, -1.65594, 0.79227)  0.10
C (-7.07100, 0.12629, -0.17887)  0.05
H (-3.65521, -0.90579, 6.57715)  0.14
O (1.35030, 0.21876, 0.62244)  -0.24
H (-3.56453, 1.96822, -6.37827)  0.15
C (3.72530, 1.62289, 1.01334)  0.02
C (-2.62225, 2.17567, -3.89647)  0.09
H (2.74814, 2.06559, 1.17472)  0.08
C (-2.13971, -1.87069, 5.67049)  -0.44
C (0.30821, 4.36358, 0.07601)  -0.01
H (-7.08302, -2.93347, 1.26618)  0.15
C (2.46075, -0.42124, 0.71542)  -0.24
H (-0.42210, -0.53795, -3.73596)  0.12
C (-1.47917, 2.79942, 0.27245)  -0.41
C (-1.89114, -2.30998, -7.80822)  -0.01
H (1.04757, 6.76458, 1.10318)  0.10
C (-2.53051, 1.11785, -1.72979)  -0.21
H (5.52161, -0.24304, 0.16045)  0.11
H (-2.45698, 5.82235, 1.38228)  0.13
C (-4.92084, -0.98064, -5.43848)  0.03
H (-2.76231, -4.19909, -0.22786)  0.13
C (-1.50926, -2.38029, -3.54518)  -0.40
C (-0.50939, 5.37382, 0.60034)  -0.22
C (-5.82045, 0.08866, -0.78922)  0.10
N (-1.43414, -1.30468, 2.30180)  -0.08
H (4.37626, 1.83836, 1.85801)  0.11
S (-2.12283, 1.18886, 0.04262)  0.88
H (-2.53694, -4.28149, -3.63484)  0.13
C (-1.77886, -2.31602, -6.30964)  -0.25
C (-3.82602, 1.12910, -5.74399)  0.11
C (4.85277, -0.59864, 0.94206)  0.02
H (-3.33201, 3.52769, 1.09035)  0.12
H (-4.78086, -1.85804, -3.48701)  0.14
H (-0.56433, -2.98569, 5.01902)  0.13
C (-6.73058, -2.08369, 0.69372)  0.11
H (-7.68642, 1.01028, -0.28271)  0.14

ΔE to the lowest compared entry with this formula, charge and spin in kcal per mole: 0.0
Multiplicity: 6
Lowest unoccupied orbital energy (spin up / spin down) in eV: -11.068 / -13.781
Net charge: +4

---

C2H10NO3 | wB97M-V/def2-TZVPD

Each line ends with the Löwdin charge.
Atoms and positions in Å:
H (-0.26468, -3.03696, 0.92891)  0.06
O (-1.05375, 3.30413, 0.66551)  -0.13
C (0.72893, 0.14602, 0.42278)  -0.46
H (-0.27541, 0.44346, -1.47866)  -0.02
N (0.45605, -1.03604, 1.26510)  -0.13
H (-0.81664, 2.55231, 0.05433)  0.01
H (0.40538, -2.11201, -0.48593)  0.07
O (-0.41179, 0.71660, -0.07601)  -0.31
H (1.44541, -0.11243, -0.38055)  0.10
C (0.47645, -2.31634, 0.58685)  -0.16
H (1.24553, 0.90665, 1.04057)  0.09
H (-1.01008, 0.37194, -2.97108)  -0.02
H (-0.23035, -0.63454, 1.88382)  0.08
H (1.46130, -2.75850, 0.76665)  0.05
H (-1.86139, 3.59319, 0.23113)  0.00
O (-0.29494, -0.02747, -2.45343)  -0.22

ΔE to the lowest compared entry with this formula, charge and spin in kcal per mole: 21.5
Lowest unoccupied orbital energy in eV: 4.213
Net charge: -1

---

C34H28BrN10O4S3Y | wB97M-V/def2-TZVPD

Each line ends with the Löwdin charge.
Atoms and positions in Å:
H (-4.43134, -1.72027, -4.15190)  0.11
C (2.87719, 1.80749, 0.72937)  -0.90
N (4.39739, -3.24021, 0.55314)  0.06
H (2.10539, -1.57138, -4.51868)  0.11
C (-2.69903, 3.32957, -0.01290)  -0.04
C (-3.63527, -5.80122, -0.14245)  -0.67
C (-3.23555, 5.63589, 0.29599)  -0.09
H (-3.14015, -0.47383, -0.25033)  0.12
H (4.28866, 2.55333, -2.85635)  0.11
H (-3.09273, 1.27441, 4.26176)  0.11
N (1.63617, 1.51896, 0.56460)  -0.13
C (5.18624, 3.04848, 0.97792)  -0.52
C (-1.46089, -2.79220, 0.32136)  -0.63
C (-1.35565, 3.57637, 0.28052)  -0.08
N (-4.70271, -4.34261, 1.41544)  0.08
H (4.67239, -3.58479, -0.34760)  0.07
H (-1.72709, -5.15784, -0.92956)  0.12
N (-0.06949, -0.73379, -3.43680)  0.12
C (-1.39805, -0.93795, -2.93417)  -0.29
H (0.83397, 4.40040, 0.83681)  0.03
H (-2.97841, 2.31218, -0.25427)  0.10
N (2.81890, -2.33687, 1.87206)  -0.04
C (-0.41260, 2.42940, 0.27646)  -0.45
C (3.23648, -2.53397, 0.64587)  -0.93
S (3.42457, 3.45968, 0.95278)  0.97
H (-0.21590, -1.69810, 5.40802)  0.11
C (-3.97412, -1.08154, -2.15062)  -0.03
C (5.32915, 1.66001, 1.56799)  -0.51
C (-2.33914, -1.32928, -3.86851)  0.01
C (2.59261, 1.25621, -2.70486)  -0.04
O (-0.59543, -2.97532, -0.55423)  -0.06
H (6.31919, 1.24238, 1.38667)  0.08
H (-2.27633, -0.39428, 5.94167)  0.11
H (4.71757, -3.71291, 1.38117)  0.09
H (5.69445, 3.80029, 1.58121)  0.08
C (0.03156, -0.74235, 3.50540)  -0.27
N (0.84240, 2.67540, 0.55316)  0.00
O (-1.45822, -1.75935, 1.06618)  -0.13
C (-4.68409, -5.46351, 0.70210)  -0.19
C (-3.66042, -1.41398, -3.45766)  -0.04
N (0.71254, -0.21458, -2.63016)  0.02
H (1.73324, -2.08041, 3.94188)  0.12
H (4.31947, -0.89081, -5.40717)  0.10
C (-1.75031, -0.23874, 5.00897)  -0.05
C (-2.55895, -4.94660, -0.27247)  -0.04
N (1.67830, -1.57379, 1.96523)  -0.08
C (-3.66062, -3.52280, 1.30062)  -0.08
C (-2.20789, 0.68114, 4.08175)  -0.04
N (-1.67687, -0.66777, -1.66759)  0.07
H (2.08924, 1.84212, -1.94748)  0.10
S (4.13787, 0.59524, 0.72504)  0.93
C (-0.60773, -0.96278, 4.71904)  -0.01
H (-4.99217, -1.11555, -1.78911)  0.11
Y (0.29048, -0.59574, 0.09636)  1.40
H (-5.53638, -6.12541, 0.80027)  0.10
O (-0.88079, 1.26763, 0.01355)  -0.21
H (5.58310, 3.07792, -0.03717)  0.07
O (0.30421, 5.23023, 0.87098)  0.05
H (5.40419, 1.16754, -4.58011)  0.10
C (-2.94928, -0.71541, -1.28822)  -0.11
H (-3.67772, -2.61558, 1.89279)  0.12
H (-2.02622, -1.54127, -4.88012)  0.12
C (1.99305, 0.10833, -3.19413)  -0.31
C (2.59088, -0.67000, -4.17158)  -0.04
H (5.13491, 1.66470, 2.64111)  0.08
C (-1.91553, 5.91165, 0.58456)  -0.02
C (3.81980, 1.64804, -3.21898)  -0.07
H (-1.84455, 1.53114, 2.14166)  0.10
C (4.43910, 0.87380, -4.18877)  -0.08
C (-0.96144, 4.89207, 0.58063)  -0.27
S (2.55448, -1.99957, -0.84555)  0.58
C (-3.64111, 4.33809, -0.00743)  -0.09
C (-1.50461, 0.83456, 2.89586)  -0.10
Br (-3.70430, -7.41991, -1.11307)  0.74
C (-2.57711, -3.77580, 0.47191)  -0.11
C (1.22231, -1.52195, 3.16112)  -0.08
H (-1.58634, 6.91422, 0.82078)  0.12
H (-3.96000, 6.44066, 0.30574)  0.10
C (3.82695, -0.28374, -4.65932)  -0.07
N (-0.40059, 0.15220, 2.61024)  0.07
H (-4.67531, 4.12405, -0.23845)  0.10

ΔE to the lowest compared entry with this formula, charge and spin in kcal per mole: 10.2
Lowest unoccupied orbital energy in eV: -0.927
Net charge: 0

---

> Look up the ΔE to the lowest compared entry with this formula, charge and spin of the sixth one.

10.2 kcal per mole